{"formula": "C52H73BaF5N9O6PS2", "method": "ωB97M-V/def2-TZVPD", "lumo_ev": -0.87, "energy_ha": -4632.18536, "orbital_gap_ev": 6.63, "e_above_lowest_kcal_mol": 0.00, "species": ["Ba", "N", "C", "C", "N", "C", "C", "N", "C", "C", "N", "H", "H", "H", "H", "H", "H", "H", "H", "H", "H", "H", "H", "H", "H", "H", "H", "H", "H", "O", "N", "O", "C", "C", "C", "C", "C", "C", "N", "C", "C", "N", "C", "C", "C", "C", "H", "H", "H", "H", "H", "H", "H", "N", "C", "S", "N", "C", "C", "C", "C", "C", "C", "H", "H", "H", "H", "H", "H", "H", "H", "O", "P", "C", "C", "C", "C", "C", "C", "C", "C", "C", "C", "C", "C", "C", "C", "C", "C", "C", "C", "H", "H", "H", "H", "H", "H", "H", "H", "H", "H", "H", "H", "H", "H", "H", "H", "H", "H", "H", "H", "H", "H", "H", "H", "H", "H", "H", "H", "H", "H", "H", "H", "H", "C", "C", "C", "C", "C", "C", "C", "S", "O", "O", "O", "H", "H", "H", "H", "H", "H", "H", "F", "C", "F", "C", "F", "F", "F"], "coordinates": [[-2.0996, 1.1328, -0.9554], [-2.9907, -2.5994, 1.2900], [-2.4575, -3.7897, 0.6390], [-1.4663, -3.4786, -0.4822], [-1.8914, -2.5839, -1.5605], [-0.7818, -2.3864, -2.4749], [-0.9086, -1.1618, -3.3846], [-0.4488, 0.0601, -2.7086], [-3.1272, -2.9702, -2.2460], [-4.1610, -1.8178, -2.2898], [-3.9721, -0.9151, -1.1598], [-2.2693, -1.9070, 1.4654], [-3.4235, -2.8355, 2.1736], [-3.3057, -4.3652, 0.2582], [-1.9217, -4.4467, 1.3390], [-1.1455, -4.4573, -0.8886], [-0.5959, -3.0018, -0.0202], [-0.6297, -3.2807, -3.1062], [0.1145, -2.2559, -1.8658], [-1.9458, -1.0087, -3.6770], [-0.3253, -1.3578, -4.2918], [-0.7544, 0.8569, -3.2651], [0.5708, 0.0904, -2.7105], [-3.5640, -3.8330, -1.7407], [-2.9145, -3.2798, -3.2755], [-5.1686, -2.2550, -2.3239], [-4.0395, -1.2351, -3.1975], [-4.0918, -1.4129, -0.2787], [-4.6456, -0.1606, -1.2288], [-5.1515, 1.8423, 7.4090], [-5.5604, 1.4059, 6.3496], [-6.7253, 1.1287, 6.1280], [-4.5801, 1.1649, 5.2955], [-3.3148, 0.8940, 5.6940], [-2.3095, 0.5447, 4.7536], [-0.9785, 0.3065, 5.1432], [-0.0665, -0.0567, 4.1902], [-0.5049, -0.2174, 2.8665], [-1.7391, 0.0208, 2.4738], [-2.6338, 0.4386, 3.3890], [-3.9548, 0.8454, 2.9520], [-4.1662, 0.9094, 1.6314], [-5.3235, 1.3500, 1.1915], [-6.3616, 1.7390, 2.0448], [-6.1737, 1.6664, 3.4018], [-4.9370, 1.2103, 3.9002], [-3.0704, 0.9151, 6.7472], [-0.7003, 0.4343, 6.1820], [0.9756, -0.2122, 4.4345], [0.1853, -0.5321, 2.0880], [-5.4321, 1.4296, 0.1171], [-7.2925, 2.1086, 1.6385], [-6.9644, 1.9578, 4.0727], [2.0309, 1.7732, -0.2346], [2.4540, 2.3403, -1.3760], [2.7741, 1.4380, -2.7519], [2.7146, 3.6657, -1.2972], [3.1077, 4.4868, -2.3930], [4.3019, 5.1886, -2.3194], [4.7139, 5.9652, -3.3924], [3.9364, 6.0349, -4.5373], [2.7322, 5.3474, -4.5993], [2.3135, 4.5764, -3.5287], [1.7728, 0.7917, -0.2098], [1.6840, 2.3580, 0.5129], [2.4746, 4.1353, -0.4364], [4.9096, 5.1156, -1.4263], [5.6470, 6.5101, -3.3342], [4.2649, 6.6303, -5.3793], [2.1133, 5.4158, -5.4844], [1.3725, 4.0454, -3.5581], [1.6023, -1.0377, 0.6908], [2.8345, -1.8167, 1.0484], [3.4421, -1.0737, 2.6444], [4.7565, -1.5277, 3.2908], [6.0006, -0.7698, 2.8211], [5.8022, 0.7436, 2.8292], [4.5678, 1.1140, 2.0119], [3.3322, 0.4563, 2.6165], [2.2504, -3.5681, 1.3002], [1.0493, -3.6199, 2.2619], [1.4175, -3.9473, 3.7086], [2.2107, -5.2478, 3.7765], [3.5016, -5.0910, 2.9804], [3.2088, -4.7494, 1.5185], [3.9707, -1.7772, -0.4185], [3.1796, -2.2950, -1.6387], [3.5693, -3.7238, -2.0081], [5.0368, -3.7747, -2.4660], [5.8665, -2.6810, -1.7795], [5.3611, -2.4280, -0.3592], [2.6173, -1.4324, 3.2736], [4.9124, -2.5942, 3.1238], [4.6536, -1.3764, 4.3706], [6.2591, -1.0801, 1.8114], [6.8382, -1.0452, 3.4660], [6.6898, 1.2292, 2.4180], [5.6773, 1.0971, 3.8578], [4.6963, 0.7790, 0.9784], [4.4329, 2.1973, 1.9947], [2.4354, 0.7451, 2.0683], [3.2242, 0.8096, 3.6484], [1.8308, -3.6827, 0.2909], [0.3721, -4.4058, 1.9107], [0.5060, -2.6729, 2.2130], [0.5012, -4.0305, 4.2975], [2.0170, -3.1456, 4.1487], [1.6160, -6.0640, 3.3538], [2.4382, -5.4998, 4.8142], [4.0803, -6.0169, 3.0107], [4.1083, -4.3119, 3.4449], [2.7364, -5.6295, 1.0687], [4.1476, -4.5855, 0.9906], [4.0961, -0.6947, -0.5526], [3.3817, -1.6446, -2.4864], [2.1125, -2.2168, -1.4366], [2.9169, -4.0877, -2.8041], [3.4257, -4.3819, -1.1464], [5.0970, -3.6430, -3.5479], [5.4553, -4.7565, -2.2323], [5.8023, -1.7470, -2.3432], [6.9179, -2.9728, -1.7535], [6.0614, -1.7691, 0.1470], [5.3502, -3.3738, 0.1857], [-7.4471, 5.2559, -6.3184], [-6.4297, 4.5376, -5.4752], [-5.0792, 4.5344, -5.8051], [-4.1618, 3.8226, -5.0472], [-4.5981, 3.1065, -3.9484], [-5.9387, 3.1113, -3.5908], [-6.8463, 3.8253, -4.3511], [-3.5242, 1.9914, -3.0841], [-3.5270, 0.7693, -3.8646], [-2.1754, 2.5403, -2.9576], [-4.1387, 1.8227, -1.7579], [-6.9758, 5.7894, -7.1418], [-8.0141, 5.9656, -5.7151], [-8.1562, 4.5398, -6.7366], [-4.7410, 5.0905, -6.6705], [-3.1098, 3.8141, -5.3032], [-6.2535, 2.5515, -2.7211], [-7.8953, 3.8303, -4.0806], [-2.1177, 4.3677, 0.5036], [-1.1315, 3.3746, 0.6054], [-0.0103, 3.9587, -0.0599], [-0.6939, 3.4465, 2.0580], [0.3275, 2.5608, 2.2759], [-0.2164, 4.6393, 2.4889], [-1.6909, 3.1156, 2.9018]], "forces_ev_per_a": [[3.40, -2.13, 5.24], [0.02, 0.05, -0.19], [-0.12, 0.08, -0.13], [-0.16, -0.08, 0.01], [0.02, -0.11, 0.19], [0.06, 0.21, -0.13], [0.13, -0.32, 0.14], [0.30, -0.37, -0.64], [-0.05, 0.34, 0.24], [0.16, -0.35, -0.02], [-0.56, -0.13, 0.00], [-0.08, 0.02, 0.02], [0.02, 0.05, 0.02], [0.06, -0.08, -0.03], [0.01, -0.04, -0.10], [0.10, 0.03, 0.05], [0.10, -0.05, -0.04], [0.01, -0.02, 0.04], [0.09, -0.03, -0.08], [0.00, -0.07, -0.12], [-0.09, 0.05, -0.03], [0.32, 0.00, -0.24], [0.00, 0.15, 0.10], [-0.01, 0.01, 0.02], [0.02, -0.11, 0.02], [0.07, -0.03, 0.01], [0.00, -0.02, -0.03], [0.12, 0.10, 0.07], [-0.22, -0.25, 0.10], [-0.04, -0.04, -0.12], [-0.20, 0.13, 0.40], [0.10, -0.01, -0.07], [0.67, -0.15, -0.28], [-0.41, 0.09, 0.19], [0.08, -0.04, -0.36], [-0.02, -0.05, -0.09], [-0.03, 0.01, 0.12], [-0.04, 0.08, -0.03], [-0.05, 0.16, -0.15], [0.22, -0.03, 0.32], [-0.09, -0.04, 0.24], [0.04, 0.10, -0.56], [-0.05, 0.02, 0.19], [0.00, 0.03, 0.14], [0.03, -0.05, -0.21], [-0.15, -0.02, -0.10], [-0.04, 0.03, 0.01], [0.03, -0.04, 0.01], [0.00, -0.03, 0.02], [0.05, 0.04, 0.07], [-0.07, 0.00, -0.01], [0.00, -0.01, -0.02], [0.02, 0.01, 0.05], [-0.27, 0.12, 0.04], [0.36, 0.04, 0.19], [0.02, -0.33, -0.19], [-0.19, 0.02, 0.06], [0.08, -0.08, -0.11], [-0.03, -0.03, 0.04], [-0.01, 0.05, -0.01], [0.02, 0.05, -0.02], [-0.02, -0.01, 0.01], [-0.05, 0.07, 0.09], [0.14, -0.01, -0.03], [-0.09, -0.05, -0.05], [-0.07, 0.02, -0.03], [0.01, -0.04, 0.00], [0.01, -0.01, 0.00], [0.00, 0.01, 0.00], [0.00, -0.01, 0.00], [0.00, -0.04, -0.02], [-0.30, 0.19, -0.32], [0.34, -0.35, 0.18], [-0.08, -0.16, -0.27], [0.08, -0.05, -0.18], [-0.11, 0.13, 0.16], [0.02, -0.10, -0.19], [0.00, -0.02, 0.27], [0.02, 0.04, -0.23], [0.07, 0.29, -0.13], [0.09, 0.13, 0.16], [-0.09, -0.20, -0.12], [0.16, 0.21, 0.07], [-0.17, -0.11, -0.09], [0.13, 0.10, 0.15], [-0.15, 0.09, 0.40], [-0.14, -0.23, 0.07], [0.08, 0.10, -0.04], [-0.04, 0.06, 0.07], [-0.02, -0.16, 0.06], [0.09, 0.11, -0.06], [0.03, -0.03, 0.00], [0.02, 0.00, 0.11], [-0.01, -0.07, 0.01], [0.06, 0.01, 0.01], [0.02, -0.03, -0.05], [0.01, 0.03, 0.07], [0.01, 0.03, 0.00], [0.01, 0.10, -0.06], [-0.01, -0.01, -0.09], [0.01, 0.01, 0.17], [-0.04, -0.01, 0.01], [0.01, -0.02, 0.03], [-0.03, 0.04, -0.03], [-0.10, -0.13, -0.07], [0.01, 0.08, 0.03], [-0.02, 0.01, 0.06], [-0.02, -0.03, 0.04], [-0.04, -0.07, -0.01], [0.06, 0.04, 0.02], [0.03, -0.04, 0.03], [0.04, 0.00, -0.05], [-0.07, -0.13, -0.05], [-0.01, -0.02, -0.03], [-0.05, 0.17, -0.07], [-0.05, 0.06, -0.12], [-0.03, -0.06, 0.06], [-0.03, -0.02, -0.07], [0.00, -0.06, -0.01], [0.03, 0.00, -0.06], [0.04, 0.01, 0.00], [0.01, 0.06, -0.03], [-0.01, -0.05, 0.04], [0.06, 0.05, 0.03], [0.07, -0.04, 0.05], [-0.07, -0.08, -0.01], [-0.02, 0.04, 0.02], [0.24, -0.06, 0.03], [0.08, -0.03, 0.15], [-0.05, -0.01, 0.09], [0.11, 0.05, -0.05], [-1.96, 0.92, -3.15], [0.06, 0.10, 0.23], [-0.10, 0.96, -0.81], [-2.03, 0.92, -0.74], [-0.02, 0.04, 0.01], [-0.01, 0.04, -0.04], [-0.02, 0.03, -0.03], [0.01, 0.00, 0.00], [-0.01, 0.02, -0.05], [-0.06, 0.01, -0.02], [0.00, -0.03, 0.03], [0.00, -0.02, 0.00], [0.07, 0.09, 0.27], [0.03, -0.01, -0.05], [0.19, 0.28, 0.18], [-0.08, 0.04, -0.02], [-0.12, -0.13, -0.08], [0.08, -0.04, -0.11]]}